# 1
C33H75N3O9 | ωB97M-V/def2-TZVPD

## Properties
- Highest occupied orbital energy: -8.0 eV
- Energy relative to the best compared isomer or geometry (same formula, charge and spin): 554.1 kJ/mol
- Strongest force on any atom: 4.34 eV Å⁻¹
- Orbital gap: 8.188 eV

Geometry as XYZ:
```
120
C33H75N3O9, DFT ωB97M-V/def2-TZVPD
H -9.08503 14.59607 -1.39989
C 4.87777 4.60275 -3.26151
H -0.43673 11.56960 1.90476
H -8.63044 14.73392 -6.19624
H 0.62262 10.92039 0.73758
C -8.43911 16.08643 -2.87024
O 0.48316 14.67923 1.72554
H -7.96393 6.41822 -6.89505
H -2.61239 11.16893 -5.59777
H 3.62083 6.50351 0.86286
N -8.02224 16.01883 -4.31008
H 3.95583 2.64824 0.32060
C 3.55496 3.59109 0.69269
C 2.01680 11.46201 2.99384
H -7.76901 9.17692 -7.38158
C -2.34971 8.65299 -11.91653
C -7.55229 14.87006 -6.28074
C -5.55169 15.30878 -4.79006
H 1.70353 2.99837 -0.24179
H 5.73867 3.49663 2.36984
H -0.39993 14.30343 1.74858
H 5.27931 6.43884 1.14490
H -8.38745 6.31638 -5.34798
H 3.20431 13.53671 5.29729
H -0.66285 8.81621 -13.20838
C -7.28038 16.71301 -2.00592
H 0.07702 14.67934 4.85729
C 0.40116 11.84792 1.26554
C 1.88816 14.31574 3.76157
H 5.34551 3.65075 -3.01049
O -1.13461 9.77277 -3.78700
H -1.24096 11.17553 -11.55947
C 4.12738 5.08370 -1.92225
O 6.34530 5.44785 -1.00455
H 1.30561 15.47529 5.56824
C 2.79908 12.80404 0.93912
H 2.82536 15.92168 2.60677
H -6.49414 12.84461 -4.36102
H 2.69628 13.79694 0.50130
H -9.70885 14.33830 -2.92004
H -5.34123 16.37779 -4.75815
C 3.86232 6.59992 -2.01556
H -5.09477 14.85041 -3.91301
N 1.17151 13.78820 2.66456
C -0.78130 10.01626 -5.16569
C -8.25917 7.09853 -6.09623
H 4.00270 12.20355 3.66896
H -1.27976 10.88056 -7.87383
H 1.86091 4.70296 0.16781
C -9.64091 16.97108 -2.60619
C 2.84120 4.23793 -1.65765
H -9.40536 18.02830 -2.72829
H -8.57804 17.40096 -5.53219
H 6.08409 2.86370 0.74392
H 3.75144 12.80671 1.46932
H 1.95299 4.66889 -2.11965
O -0.96191 11.19141 -7.02298
H 3.84104 14.54138 2.67019
H -2.27628 7.58152 -11.73039
H 6.86336 4.29226 1.38631
H -10.41365 16.66342 -3.31069
H -6.45528 16.00242 -2.05431
H -0.26858 9.08105 -5.39059
H -0.03960 10.81070 -5.08299
H 1.13466 11.10184 3.52322
H 6.24208 6.34971 -0.69216
H -0.32885 9.09060 -11.57803
H -2.56577 9.79436 -6.58135
O -9.47541 7.69737 -6.42029
O -0.93702 10.81061 -12.39378
H -9.88168 16.91936 -1.54438
H 2.82885 12.05271 0.14999
C 0.95167 15.25810 4.56043
C 2.98066 11.97578 3.97174
C -1.04614 9.36841 -12.35032
H 1.46502 12.99876 5.31403
H -6.24525 7.62723 -5.48418
C 3.17373 15.14395 3.28639
O -7.83637 17.41776 -4.92289
H 3.11695 11.24808 4.77173
H -5.06191 14.90974 -5.67830
H -7.23109 15.68493 -6.92951
H -3.03228 8.82668 -12.74843
H -7.56641 8.71329 -4.97085
H 5.51429 5.34104 -3.74922
H 4.19275 5.87325 2.40309
H -7.20385 14.00775 -6.84917
H 3.19131 3.67532 1.71678
H 3.06206 3.30680 -2.17950
H 2.68942 10.73299 2.54195
N 5.12593 4.85436 -0.81253
C -7.36243 13.49869 -4.28133
H -6.81129 13.97038 -2.15208
C 2.38930 3.84557 -0.24908
C 4.37130 5.86425 1.32785
H -3.77379 9.13590 -10.74092
C -7.10063 14.99199 -4.83902
C -1.90870 10.55532 -6.16030
H 3.27702 6.97588 -1.17641
C -7.65357 13.59293 -2.73192
O -2.87249 9.44416 -10.86030
H -7.87883 12.59527 -2.35505
H 4.04694 4.32390 -3.90963
C 2.33575 13.24563 4.70657
H -7.07830 17.70850 -2.40124
H 3.25845 6.88935 -2.87560
C 1.61210 12.56297 1.88262
C 4.74103 4.55005 0.61815
H 3.62159 15.57102 4.18367
H 0.00999 12.48495 0.47227
C -7.17303 8.11096 -5.78972
H 0.78080 16.18169 4.00738
H -10.16276 7.07650 -6.67261
H 4.76806 7.20363 -1.95813
H -7.54150 16.67629 -0.94829
C -8.76603 14.60433 -2.44214
O -6.95352 8.85251 -6.99256
H -1.60158 8.94034 -3.89004
C 5.90985 3.76738 1.32797
H -8.22259 13.07338 -4.79839
```

Results of the Mulliken charge analysis, in e, for atoms 1 through 2: 0.45, -1.81



# 2
C33H76FN5O13S | ωB97M-V/def2-TZVPD

## Properties
- Highest occupied orbital energy: -8.4 eV
- Strongest force on any atom: 1.14 eV Å⁻¹
- Orbital gap: 8.764 eV

Geometry as XYZ:
```
129
C33H76FN5O13S, DFT ωB97M-V/def2-TZVPD
N 3.64295 -5.55782 1.57337
N -3.23937 -3.51795 1.89509
H -4.56939 6.63553 -4.67618
C -5.65380 6.46349 -4.62799
H 2.45548 -5.87350 -0.16839
H 8.87796 1.62209 -0.62741
H -6.81334 3.18149 0.89500
N 8.52618 -1.64975 -1.27647
O 9.11890 -3.87735 -0.36012
O 7.27570 -2.76842 -4.47550
C -3.97610 6.06222 -2.02342
C -5.66323 5.83022 2.38384
C -6.92365 6.43196 2.96409
H -6.14512 7.43784 -4.55071
C 9.07651 0.58858 -0.35142
H -8.69769 5.89709 4.83443
H 9.09682 -1.07849 -3.16361
C 10.50658 -0.59420 1.38581
H -4.60038 -2.71291 -0.49874
H -2.51506 -2.47099 0.18386
H -0.23877 -2.20667 1.06375
H -6.01154 -3.69295 -0.13845
C -2.16348 -3.12011 0.99788
H -3.22938 4.69343 2.40461
H -5.83439 7.12576 -2.02642
H 3.84208 -0.12444 -2.67797
H 9.27030 1.88803 2.77312
C 7.96812 -0.33794 -0.87536
C -1.67756 -0.91824 3.54009
H 11.43757 -0.09552 1.65459
C -1.08346 -2.36607 1.74140
H -1.91719 0.12796 3.72224
O -1.54156 -1.08150 2.14293
H -0.74537 -1.16058 4.05992
H -6.75201 6.78245 3.98584
C 1.43681 -7.85312 2.90522
H -7.01436 2.66464 2.59059
H -7.68147 4.44102 4.68960
C -4.04611 4.00899 2.65481
H 3.68162 -6.51681 1.89254
C 4.86987 -5.26088 0.83437
H -5.10141 -4.40612 2.00307
C -5.48890 6.10286 -2.20776
H 9.19603 -2.79952 -2.88449
H 6.10319 -5.75310 -0.82365
H -5.88214 4.15292 3.49511
H 8.48643 0.04328 1.66212
H -5.90905 5.45828 1.37869
C 8.57271 -1.92542 -2.71567
O 5.50907 -7.48903 -0.00533
C 9.37268 0.42861 1.15686
H 5.69901 -5.33758 1.54293
H 2.27745 -4.29849 0.62666
C -6.06543 5.80461 -5.92563
H -7.21288 7.29395 2.35583
N -5.13169 4.78471 3.24782
O 6.76566 -3.47032 -0.92597
C 5.76377 -0.33914 -3.57719
C -4.36124 3.16361 1.42749
O 1.24535 -7.32576 1.60805
C -3.10961 4.19601 -3.25401
H -9.32699 4.44970 4.02684
H 4.42195 -6.12691 -1.13034
H -6.36316 3.20772 -5.09872
H -5.73453 4.69792 -3.64251
H 5.17026 0.43473 -1.70498
H -5.87928 6.50217 -6.74717
H -3.51859 -2.71623 2.44519
H -7.14292 1.48538 1.29128
H 7.21141 -0.45089 -0.10308
H -4.12312 -4.92914 0.64207
C -5.05239 -0.89777 1.23904
H -4.32216 -0.74477 0.44012
C 4.40563 -8.36446 0.11386
C -6.01561 3.42935 -6.11380
H -3.75950 6.49527 -1.04241
H -3.94222 3.62193 -3.66996
O -7.99800 5.50158 2.91900
H 3.59534 -8.09179 -0.56764
H 10.79970 1.89246 1.90433
H 4.75211 -9.36651 -0.14083
H 0.68993 -7.46495 3.60448
C -4.42176 -4.05143 1.22458
H -3.42105 2.71836 1.09164
H -6.87832 3.45303 -6.78617
O 6.11676 -1.54091 -2.99833
H 1.32101 -8.93330 2.83673
H -5.34684 2.63262 -6.43418
H 4.83203 -4.22036 0.50555
O -5.23066 2.07208 1.68056
H -4.73182 3.76393 0.58862
C -8.43659 5.05503 4.18641
H 7.48659 0.14603 -1.71886
O 6.19772 0.03034 -4.62735
H 1.15278 -5.46981 2.55307
C 1.21735 -5.90574 1.55168
C 7.28169 -2.11923 -3.48920
H 2.43679 -7.63237 3.29462
H 9.33833 2.62311 1.19099
H 10.70524 -1.19411 0.50066
H 4.68424 1.41929 -3.09943
O -3.43293 4.75634 -1.99438
S 8.02124 -2.98269 -0.46587
H -4.90954 6.61615 2.27553
H -3.44660 6.67939 -2.75912
O -5.28755 4.63997 -6.17272
H -2.80463 4.96131 -3.97211
N -6.03656 5.65016 -3.48162
H -1.72869 -4.01835 0.54833
F 7.78853 -2.37372 0.94116
H -0.72158 -2.94343 2.59751
C 4.78932 0.40886 -2.72506
H -2.48372 -1.53684 3.94921
C 9.72306 1.79835 1.78586
C -5.21060 -3.10830 0.32296
C -6.61279 2.38308 1.61335
H -4.53612 -0.95869 2.20148
H -5.70734 -0.03617 1.27987
H 10.27498 -1.26494 2.21249
H -3.66899 3.33760 3.43063
C 5.20263 -6.15049 -0.36006
C 2.41959 -5.36885 0.80711
H 9.97901 0.29097 -0.89102
H 4.01764 -8.39837 1.13653
H -7.13313 5.56792 -5.91946
H -5.93221 5.47803 -1.42719
H 0.31353 -5.62315 1.00250
O -5.84831 -2.05407 1.01386
H -2.27825 3.50762 -3.10190
```

Results of the Mulliken charge analysis, in e, for atoms 1 through 2: -0.28, -0.35



# 3
C33H76N5O5 | ωB97M-V/def2-TZVPD

## Properties
- Net charge: +3
- Highest occupied orbital energy: -15.0 eV
- Strongest force on any atom: 5.37 eV Å⁻¹
- Orbital gap: 8.042 eV

Geometry as XYZ:
```
119
C33H76N5O5, DFT ωB97M-V/def2-TZVPD
N 0.70812 0.01844 -0.02348
C 2.36886 -3.67556 -1.23745
H 5.26705 -3.90480 -2.37709
H -1.50360 4.63726 3.09680
O 0.57385 -0.81462 0.84562
H -3.79828 -0.20353 -0.68334
C -2.88508 -1.03029 1.49180
C -6.03239 1.06606 0.91270
C 3.32040 -3.35442 3.84797
H 4.61141 -5.53006 -0.89359
H 2.46802 1.81050 -2.60560
C 0.09477 4.81631 -5.43478
H -2.96013 1.32094 -0.35294
C 4.76162 -3.40162 -1.55279
H 2.64504 3.62201 -2.56472
C 2.33461 -5.80958 0.05592
O 1.82471 0.37684 -0.40813
H -3.99014 2.28737 1.92808
C -2.02852 -2.92333 3.10901
C -5.25531 1.30400 -0.33447
O 1.62769 5.17281 2.46754
H 2.39468 2.53134 0.73508
H 3.24903 -2.96414 -3.05294
H -0.27031 2.66973 3.50836
H -0.92579 5.19885 -5.42057
C 3.39021 -2.90192 -1.97392
H -3.81326 2.59554 -3.82317
H 5.28479 -2.59395 -1.04088
H 1.19565 -5.30264 1.76020
C -1.72365 2.97803 -3.43470
H -1.81830 2.74022 -2.37518
N 3.01729 -4.35560 -0.03572
H -1.52507 2.18113 1.58845
H 4.13219 6.12797 3.56168
H -5.54268 -0.97617 1.18013
C -3.88886 0.18189 -4.42310
H 0.40863 2.56445 -2.11258
H -0.42520 -7.14738 1.05693
H 1.01161 1.06742 -4.48570
H -6.96379 0.63295 0.54800
H 2.44214 2.73770 -4.14679
H -0.35815 0.63925 -3.22754
H 0.31077 -5.15299 0.19585
C 0.01317 3.27561 -5.42416
C 3.57957 -4.03715 2.42523
C -1.34245 2.53656 3.65286
H 0.64213 5.31351 -4.63397
H -1.76313 4.05402 -3.60437
H -0.73609 2.89178 -6.11653
H -0.53984 0.98058 -5.03403
C -1.85012 1.73346 2.52762
H 3.45505 -2.27301 3.87089
N -3.79659 0.24435 1.37010
C 4.12302 6.10822 2.47189
H 1.79358 -4.35187 -1.86970
H 1.75277 -3.21794 1.36681
H -3.97251 -0.79103 -3.93882
H -5.22676 2.36658 -0.57573
C -2.84467 2.23107 -4.16536
C -1.89993 3.92082 3.81634
H -1.49061 2.04303 4.61338
H -4.90601 0.57278 -4.39667
H 4.66679 -4.00093 2.35640
N -0.26918 2.68140 -3.97192
H -5.76991 0.92438 -1.21717
C -3.40873 1.46658 2.34804
H -0.98689 -2.61985 3.00409
C -3.16397 -1.92313 2.63051
H 4.33370 3.90831 2.31686
H 3.21464 -2.48761 1.06557
H 1.18557 -3.66157 3.76168
H 0.99974 2.94168 -5.74553
H 5.15616 6.20520 2.13825
N 3.93914 4.70916 1.84457
C 2.35233 4.51495 1.71571
H -2.25538 -3.20576 4.13705
H -3.37630 -1.22335 3.43879
H -1.30283 0.79719 2.63704
C -0.00394 1.17894 -4.10582
H -4.05206 -2.55116 2.55996
H -1.76558 4.42371 4.77402
C 0.71721 3.19169 -2.94892
H 1.54557 -3.02230 -0.94841
H -3.94057 1.42555 3.29859
H 3.26707 -1.86625 -1.65716
H 2.36724 -6.17898 -0.96906
H 1.99282 -4.67914 4.86409
C 1.99804 -3.65598 4.48829
H 0.47692 4.24733 -2.82248
H 1.09873 -7.77078 1.61006
H -3.55338 0.09035 -5.45615
C 2.79887 -3.48402 1.21532
C 1.04927 -5.71904 0.76356
H -5.49581 -0.15808 2.70090
C 4.47224 -4.51154 -0.53119
O -2.81481 0.87643 -3.81451
H 1.69155 -2.98981 5.29474
H 0.76398 -7.54565 -0.16584
H 0.37273 5.18554 -6.42195
C 0.64325 -7.14660 0.84127
H 3.13565 -6.26796 0.63584
C -3.84640 0.72980 -0.12237
H -2.02870 -3.85559 2.54423
C 1.80490 3.44796 0.72680
H 4.00880 -3.76398 4.58720
H 3.61669 6.90633 1.92900
H -1.86088 -0.66257 1.55435
H 3.54982 -5.12027 2.54385
H 0.76162 3.15299 0.83930
H -6.29410 2.05827 1.28027
H -2.98429 3.86628 3.71999
H 4.33716 4.64731 0.91836
O -0.36395 0.34311 -0.55235
H 1.98703 4.11144 -0.11862
H 5.06953 -4.32348 0.36099
C -5.28397 -0.02254 1.64030
H -2.63445 2.38701 -5.22347
H -2.86445 -1.59900 0.56214
C 2.22058 2.76025 -3.07979
```

Results of the Mulliken charge analysis, in e, for atoms 1 through 2: 0.94, -0.69



# 4
C33H77N11O11 | ωB97M-V/def2-TZVPD

## Properties
- Net charge: -1
- Highest occupied orbital energy (spin up / spin down): 0.0 / -6.8 eV
- Energy relative to the best compared isomer or geometry (same formula, charge and spin): 109.4 kJ/mol
- Strongest force on any atom: 5.43 eV Å⁻¹
- Orbital gap (spin up / spin down): 1.563 / 8.365 eV
- 2S+1: 2

Geometry as XYZ:
```
132
C33H77N11O11, DFT ωB97M-V/def2-TZVPD
H -1.27378 6.21851 4.74977
H -0.60736 -2.50363 -0.38943
C 2.18545 2.10488 1.93162
C 0.72363 0.34113 4.85261
H 0.26947 -2.18754 2.00024
H 3.62088 1.16644 6.51017
H -0.26099 1.46424 -7.26424
C -4.19135 -0.08205 -0.98596
H -3.19164 -0.05954 -5.53703
C -0.34365 -0.68842 -2.11005
H -3.12021 -5.52907 -2.33319
H -2.64426 1.36841 -4.59269
N 4.09171 1.72879 3.21910
N -0.57180 -1.65968 0.16428
O -0.13267 0.52702 -0.09238
O 1.26403 -0.42668 -5.40702
H 7.08081 -2.55502 4.17857
C 4.63419 -2.47344 1.89591
C -4.54089 -2.99558 1.77346
C 5.49888 1.68042 3.54379
H -4.31967 -3.90284 4.56466
H 5.86335 2.56965 4.05812
H -2.84398 5.38236 4.34359
C -5.05257 -3.30932 0.36069
C -5.43212 4.79193 -1.91152
H 4.87462 -1.75912 3.77869
H -1.99598 1.94328 1.28001
H 0.61403 2.07534 -4.16026
H 2.18847 2.14921 -1.70327
H -2.92701 -4.74015 3.91811
N -0.01848 0.56611 -6.87099
C 4.55316 -0.04671 -4.81916
H -0.62603 0.12468 -2.77881
C -3.44853 0.64980 -4.75030
H 4.30662 0.75145 -5.51934
H 2.48485 0.48416 -3.49956
C -1.23810 4.32968 3.52947
H -2.22166 -6.77911 -3.30379
H -0.53169 2.91132 1.18505
H 2.88390 -2.16101 0.88058
H 7.28834 -2.96519 2.40603
H -4.40699 1.14604 -4.90262
C -1.93054 3.34137 -1.85742
H 0.92749 1.63430 7.25390
H -1.75411 2.51025 -1.17463
H -5.23424 -0.25359 -0.71938
H 1.64156 2.93416 2.38392
N -3.97729 -3.98145 2.46394
O -0.27143 3.75406 4.09873
H 1.85095 1.18895 2.41874
H -5.32275 5.84511 -2.17025
N -1.88224 3.79408 2.47890
H -0.69458 -0.68516 2.12430
C -0.36179 -5.19973 -1.15784
H 2.09679 2.03745 -5.18548
H 1.31761 2.70005 5.89698
N -1.20926 -6.11338 -1.67311
C -2.15285 -5.87772 -2.69481
C 0.75027 0.55064 -5.83257
N 5.35214 -2.20667 3.00942
O 5.18937 -2.91469 0.88423
O -3.65568 -1.34036 -3.55252
N -3.92506 0.52880 -2.32345
N 2.64347 1.15777 6.25583
H -3.74580 -4.84873 2.00098
H 3.26291 -0.92651 1.97742
H -2.90924 -2.98617 3.95617
H 2.14739 2.87275 7.44349
H -3.66839 -1.03453 -0.89994
C -0.37497 -0.58082 -0.58229
N 3.28957 0.80547 -2.98063
H 0.81804 -6.54610 -0.02568
H -0.64722 -0.51081 -8.65892
H -3.65896 0.65028 -0.37905
H -6.01144 -2.81455 0.20618
H -1.95692 6.25414 3.07543
C 6.82875 -2.31069 3.14664
H -1.41626 -2.31786 1.82723
H 2.66331 -2.33510 2.75200
H 0.54300 1.21326 4.22423
H -0.07215 0.31440 5.59700
H -1.68734 -5.12818 -3.33480
C 3.63786 2.31936 2.14265
H 0.57075 -0.51076 4.19003
O -4.76225 -1.95347 2.23603
H -0.84668 1.85830 2.55488
C 1.73812 2.14928 6.73837
H 6.16099 1.39634 2.72586
H -1.39864 -0.90421 -7.11863
H 3.83923 -0.86289 -4.92979
H 5.56767 -0.38425 -5.03115
H -5.55457 4.70905 -0.83159
H -3.98234 1.53587 -2.37483
H 0.62015 -1.05511 -2.46323
C 1.01399 1.91468 -5.16142
H 2.80344 0.51064 -0.92097
C 4.51115 0.50242 -3.39762
H -1.33226 4.20427 -1.56489
H -0.26686 -5.65766 0.95311
C -3.54924 -3.85369 3.79517
H -1.11536 -1.39496 -2.41562
C -1.31068 2.55988 1.86162
H -4.31132 -3.02497 -0.38617
H -1.76006 3.07193 -2.89975
H 0.54024 2.74251 -5.68901
H 1.93741 1.99085 0.87636
H -1.16291 -7.08436 -1.39900
H -5.08224 -4.37978 0.15735
C 2.90434 1.33030 -1.63237
H 5.62148 0.88681 4.28084
C -4.30304 3.88341 -2.44289
C -0.58962 -1.64105 1.61112
H -2.43375 4.35414 1.84465
H -3.35118 4.45534 -0.81955
C -3.64958 -0.08839 -3.46442
C 3.25480 -2.01334 1.89484
O 5.54555 0.76428 -2.77537
N -3.27465 3.89458 -1.65609
H 3.54758 1.04450 3.72485
C 2.18305 0.19695 5.39266
O -0.33405 -3.99825 -1.53704
C 0.38056 -5.55362 0.08240
C -1.85489 5.68362 3.99857
H 1.21469 -4.85307 0.12188
O 4.37688 2.91809 1.34578
O -4.39583 3.19201 -3.44571
H 0.27398 -1.37128 -7.37575
H -6.35437 4.37669 -2.31790
C -0.46387 -0.59755 -7.58796
O 2.94894 -0.60376 4.86745
H 7.17407 -1.29033 2.98019
H 3.78677 1.80558 -1.20397
```

Results of the Mulliken charge analysis, in e, for atoms 1 through 2: 0.38, -0.25



Summary of calculated total energy in eV
-58324.8764; -83068.0217; -53109.6883; -74385.9493
(order as listed above)